DFT (the ωB97M-V functional and the def2-TZVPD basis) results for C16H34OP2Ti as an isolated structure in a non-equilibrium geometry.

Multiplicity   3
ΔE to the lowest compared entry with this formula, charge and spin   8.034 eV
Charge   0
E_HOMO (alpha / beta)   -4.27 / -5.18 eV

Last column: Löwdin spin population.
Atoms and positions in Å:
P  -0.123  -1.987  -1.740  0.007
P  0.225  1.778  -1.830  0.005
C  -0.522  -0.671  -2.905  0.001
C  0.466  0.476  -3.033  0.001
H  -1.537  -0.339  -2.661  0.000
H  -0.578  -1.171  -3.875  0.000
H  1.519  0.164  -2.982  0.000
H  0.298  1.011  -3.982  0.001
C  -1.404  2.473  -2.126  0.002
H  -1.698  3.112  -1.281  0.000
H  -2.182  1.703  -2.251  0.000
H  -1.330  3.087  -3.044  0.001
C  1.435  3.052  -1.772  0.000
H  1.209  3.759  -2.586  0.000
H  2.457  2.655  -1.891  0.000
H  1.393  3.579  -0.802  0.000
C  -1.307  -3.278  -2.011  0.005
H  -1.289  -4.028  -1.208  0.008
H  -1.070  -3.790  -2.960  0.000
H  -2.333  -2.880  -2.097  0.000
C  1.522  -2.603  -2.108  0.006
H  2.303  -1.832  -2.088  0.000
H  1.495  -3.065  -3.108  0.000
H  1.790  -3.379  -1.379  0.009
Ti  0.658  -1.861  2.297  1.576
C  0.730  2.163  1.603  0.003
C  -0.596  2.352  1.621  0.004
C  -1.595  1.554  0.846  0.001
C  -2.095  0.089  1.085  0.003
C  -1.340  -1.062  0.594  0.037
C  -0.069  -1.146  -0.148  0.058
C  0.972  0.034  0.034  0.016
C  1.411  0.750  1.396  0.030
C  2.345  -1.862  3.430  0.031
H  1.454  2.952  1.937  0.000
H  -0.970  3.180  2.228  0.000
H  -1.207  1.471  -0.182  0.000
H  -2.513  2.165  0.824  0.000
H  -2.485  -0.069  2.103  0.000
H  -3.002  0.038  0.456  0.001
H  -1.897  -2.004  0.608  0.021
H  0.470  -2.079  0.395  0.072
H  0.516  0.953  -0.518  0.003
H  1.943  -0.221  -0.481  0.002
H  1.414  0.138  2.363  0.010
H  2.456  1.017  1.160  0.002
H  3.054  -1.108  3.701  0.000
H  2.820  -2.716  2.979  0.017
H  1.800  -2.185  4.304  0.016
C  -1.034  -0.020  4.262  0.011
O  -0.165  -0.792  3.406  0.036
H  -0.476  0.655  4.932  0.000
H  -1.597  -0.770  4.845  0.002
H  -1.739  0.561  3.641  0.000

DFT (the ωB97M-V functional and the def2-TZVPD basis) results for C16H35BrN3OPdSSi3 as an isolated structure.

Multiplicity   1
ΔE to the lowest compared entry with this formula, charge and spin   0.221 eV
Charge   -1
E_HOMO   -3.73 eV

Last column: natural (NBO) charge in e.
Atoms and positions in Å:
Pd  -0.671  -0.884  0.117  0.313
C  1.994  2.027  1.201  -0.223
O  1.399  0.903  0.618  -0.917
Si  2.105  0.004  -0.625  2.022
C  2.921  1.276  -1.763  -1.166
C  3.568  -0.874  0.178  -1.162
C  0.916  -1.085  -1.446  -2.065
Si  -0.030  -0.461  -2.882  1.774
C  -0.158  1.423  -2.992  -1.136
C  -1.786  -1.114  -3.137  -1.126
C  0.840  -0.970  -4.497  -1.127
Si  0.964  -2.874  -1.074  1.757
C  2.376  -3.724  -2.051  -1.131
C  1.421  -3.409  0.694  -1.131
C  -0.530  -3.886  -1.662  -1.130
H  2.922  1.775  1.730  0.156
H  1.296  2.443  1.934  0.166
H  2.222  2.803  0.461  0.162
H  3.789  1.734  -1.282  0.217
H  2.252  2.074  -2.078  0.236
H  3.275  0.767  -2.663  0.231
H  4.326  -0.136  0.457  0.218
H  4.031  -1.574  -0.519  0.229
H  3.288  -1.426  1.074  0.237
H  -1.118  1.693  -3.437  0.228
H  0.634  1.815  -3.633  0.220
H  -0.098  1.927  -2.027  0.246
H  -2.403  -0.995  -2.243  0.233
H  -1.787  -2.166  -3.420  0.224
H  -2.247  -0.547  -3.951  0.219
H  1.832  -0.512  -4.531  0.218
H  0.294  -0.665  -5.394  0.212
H  0.980  -2.053  -4.538  0.218
H  3.345  -3.296  -1.786  0.213
H  2.240  -3.586  -3.127  0.215
H  2.421  -4.799  -1.852  0.209
H  2.495  -3.591  0.756  0.220
H  0.914  -4.350  0.931  0.221
H  1.147  -2.686  1.466  0.236
H  -0.409  -4.149  -2.715  0.221
H  -1.483  -3.377  -1.545  0.231
H  -0.567  -4.817  -1.089  0.219
N  -3.991  1.802  1.740  -0.802
C  -2.869  2.387  1.231  0.287
N  -2.166  3.148  2.119  -0.808
S  -2.388  2.206  -0.338  -0.234
H  -3.974  1.577  2.724  0.376
H  -4.331  1.051  1.162  0.407
H  -2.217  2.893  3.094  0.379
H  -1.241  3.378  1.795  0.407
Br  -0.810  0.321  3.965  -0.025
C  -1.417  -1.125  2.850  0.171
C  -1.243  -2.400  3.297  -0.342
C  -1.708  -3.442  2.460  -0.212
C  -2.289  -3.127  1.269  -0.234
C  -2.430  -1.760  0.887  -0.088
N  -2.043  -0.738  1.730  -0.547
H  -0.769  -2.596  4.247  0.223
H  -1.585  -4.473  2.762  0.209
H  -2.652  -3.895  0.598  0.219
H  -3.172  -1.500  0.135  0.208

DFT (the ωB97M-V functional and the def2-TZVPD basis) results for a 3-piece molecular cluster, C16H35ClN2O9S2 overall in a non-equilibrium geometry.

Multiplicity   1
Charge   0
E_HOMO   -9.19 eV

Last column: natural (NBO) charge in e.
Atoms and positions in Å:
C  -0.815  -2.570  2.812  -0.602
C  -0.519  -3.532  1.663  -0.461
C  -0.425  -2.932  0.240  -0.002
Cl  -0.821  -1.191  0.186  -0.040
N  -1.181  -3.635  -0.804  -0.556
C  -2.538  -3.177  -1.101  -0.221
C  -3.541  -3.134  0.063  -0.258
N  -4.827  -3.803  -0.282  -0.533
C  -5.920  -3.094  0.434  -0.213
C  -6.440  -1.952  -0.418  -0.608
C  -4.790  -5.162  0.234  0.750
C  -4.714  -6.260  -0.792  -0.711
O  -4.861  -5.413  1.430  -0.568
C  -1.088  -5.046  -0.724  0.907
O  -1.853  -5.779  -0.146  -0.574
O  -0.050  -5.553  -1.425  -0.658
H  -0.828  -3.145  3.735  0.218
H  -1.805  -2.142  2.704  0.214
H  -0.055  -1.806  2.926  0.211
H  0.421  -4.036  1.877  0.215
H  -1.284  -4.300  1.708  0.237
H  0.623  -2.951  -0.044  0.197
H  -2.511  -2.214  -1.594  0.221
H  -2.943  -3.862  -1.842  0.221
H  -3.155  -3.579  0.977  0.206
H  -3.772  -2.096  0.279  0.210
H  -6.735  -3.785  0.629  0.203
H  -5.595  -2.735  1.410  0.184
H  -6.906  -2.335  -1.320  0.210
H  -7.168  -1.354  0.121  0.211
H  -5.615  -1.301  -0.701  0.200
H  -4.173  -5.932  -1.672  0.223
H  -5.726  -6.560  -1.052  0.238
H  -4.214  -7.108  -0.343  0.245
H  0.541  -4.833  -1.658  0.490
O  -1.021  2.576  -0.602  -0.941
S  0.390  2.713  -0.401  2.388
O  0.900  3.027  0.900  -0.944
O  0.961  3.758  -1.455  -0.722
C  0.362  5.071  -1.502  -0.076
C  0.767  5.947  -0.334  -0.642
C  1.221  1.291  -1.010  -0.896
H  -0.722  4.971  -1.575  0.198
H  0.716  5.504  -2.435  0.198
H  0.382  5.560  0.608  0.227
H  0.374  6.955  -0.474  0.219
H  1.853  5.998  -0.253  0.218
H  0.855  1.064  -2.007  0.252
H  0.982  0.478  -0.323  0.261
H  2.291  1.487  -1.019  0.254
O  6.022  6.447  -0.913  -0.941
S  6.782  5.262  -0.658  2.387
O  6.530  4.074  -1.412  -0.938
O  6.703  4.931  0.895  -0.724
C  5.390  4.810  1.489  -0.076
C  4.682  3.527  1.108  -0.648
C  8.502  5.628  -0.720  -0.887
H  4.796  5.687  1.228  0.198
H  5.564  4.840  2.562  0.197
H  4.454  3.502  0.043  0.224
H  3.743  3.440  1.655  0.234
H  5.307  2.662  1.331  0.214
H  8.697  6.516  -0.127  0.252
H  8.747  5.805  -1.765  0.254
H  9.054  4.771  -0.344  0.253

Question: Which value of multiplicity does entry 3 give?
Answer: 1